Record 1
Molecular formula: C24H19ClN2O2Pt
Method: DFT, the ωB97M-V functional and the def2-TZVPD basis

The geometry in XYZ format:
```
49
Properties=species:S:1:pos:R:3:mulliken_charge:R:1
Pt 0.3021 -0.7123 0.0333 0.9918
C 2.6583 0.8618 -1.4518 -1.1903
O 1.6133 -0.1175 -1.4991 -0.5332
C 1.4049 -0.8289 -2.6687 0.8870
C 2.3031 -0.8374 -3.7173 -0.5193
C 1.9879 -1.5610 -4.8607 -0.6459
C 0.7922 -2.2551 -4.9503 -0.9543
C -0.1049 -2.2416 -3.8943 0.1069
C 0.1935 -1.5272 -2.7432 -0.0244
N -0.6387 -1.4886 -1.5890 -0.3965
N -1.6156 -2.2814 -1.5791 -0.0529
C -2.3794 -2.4455 -0.4530 -0.2745
C -2.1620 -1.8723 0.8341 1.0717
O -1.2435 -1.0283 1.1958 -0.7790
C -3.0848 -2.2053 1.8812 -0.6511
C -4.1182 -3.0499 1.6891 -0.8614
C -4.3504 -3.6703 0.4240 0.7933
C -5.4171 -4.5698 0.2460 -0.8804
C -5.6324 -5.1720 -0.9658 -0.4783
C -4.7739 -4.8796 -2.0341 -0.8146
C -3.7275 -4.0038 -1.8816 -0.1183
C -3.4827 -3.3741 -0.6445 0.5656
H 3.6314 0.3775 -1.5023 0.4345
H 2.5382 1.3689 -0.5009 0.2072
H 2.5218 1.5587 -2.2786 0.4901
H 3.2399 -0.3044 -3.6505 0.4113
H 2.6895 -1.5795 -5.6835 0.3945
H 0.5584 -2.8162 -5.8445 0.3946
H -1.0370 -2.7847 -3.9405 0.4381
H -2.8970 -1.7357 2.8373 0.4419
H -4.7935 -3.2759 2.5061 0.3504
H -6.0656 -4.7790 1.0885 0.3769
H -6.4529 -5.8641 -1.0993 0.3843
H -4.9354 -5.3494 -2.9961 0.3961
H -3.0793 -3.7926 -2.7180 0.4015
Cl 5.7710 -4.2477 -0.4414 -0.2411
C 4.5921 -3.1670 0.2493 0.3527
C 3.3684 -3.6655 0.6736 -0.7407
C 2.4272 -2.7981 1.1945 -0.1297
C 2.6632 -1.4181 1.2916 0.2201
C 1.5580 -0.4809 1.6578 -1.4462
C 3.9289 -0.9701 0.9130 -0.3460
C 4.8887 -1.8252 0.3851 -0.7444
H 3.1596 -4.7233 0.5888 0.4286
H 1.4736 -3.1917 1.5276 0.3933
H 1.9461 0.5269 1.8296 0.4140
H 1.0331 -0.8212 2.5530 0.5089
H 4.1735 0.0790 1.0390 0.5225
H 5.8632 -1.4559 0.0942 0.4448
```

Computed properties:
orbital gap = 6.863 eV

---

Record 2
Molecular formula: C24H19F10InN7O2
Method: DFT, the ωB97M-V functional and the def2-TZVPD basis

The geometry in XYZ format:
```
63
Properties=species:S:1:pos:R:3:mulliken_charge:R:1
In 0.1789 -0.2307 0.2452 1.1906
C -2.3238 1.4000 -1.4269 -1.3900
N -0.8910 1.1989 -1.5164 0.6426
C -0.1781 2.4475 -1.3371 -1.1302
C -0.1969 2.8968 0.1228 -1.0617
N 0.2896 1.8530 0.9885 0.1707
C 0.5441 2.1143 2.2623 0.3464
C 1.0307 1.0865 3.1121 -0.0923
F 1.1630 -0.1631 2.6047 -0.0349
C 1.3454 1.2516 4.4400 -0.1580
F 1.7603 0.1937 5.1626 -0.3382
C 1.2277 2.4997 5.0475 0.5464
F 1.5387 2.6835 6.3504 -0.3404
C 0.7560 3.5437 4.2649 0.1047
F 0.6195 4.7703 4.8086 -0.3275
C 0.4063 3.3581 2.9391 0.3916
F -0.1021 4.4577 2.3135 -0.3702
C -0.5535 0.5029 -2.7450 -1.2143
C 0.9398 0.1615 -2.8720 -1.0048
N 1.5624 0.0474 -1.5780 0.8635
C 2.8621 -0.2111 -1.4952 -1.3008
C 3.7438 -0.6574 -2.5205 1.4928
F 3.2927 -0.8462 -3.7934 -0.3743
C 5.0841 -0.9296 -2.3076 0.3362
F 5.8379 -1.3708 -3.3350 -0.3283
C 5.6587 -0.7544 -1.0567 0.6065
F 6.9722 -0.9895 -0.8550 -0.3370
C 4.8455 -0.2934 -0.0203 -0.2428
F 5.3809 -0.0543 1.1886 -0.3268
C 3.5161 -0.0316 -0.2485 -0.6763
F 2.7859 0.5063 0.7549 0.0297
H -2.6695 2.1826 -2.1191 0.2554
H -2.5847 1.6808 -0.4093 0.3538
H -2.8391 0.4723 -1.6737 0.4137
H -0.5993 3.2445 -1.9719 0.4673
H 0.8634 2.2921 -1.6111 0.1915
H -1.2145 3.1914 0.4091 0.5329
H 0.4466 3.7828 0.1917 0.4969
H -0.8669 1.0833 -3.6303 0.3837
H -1.1178 -0.4360 -2.7296 0.4775
H 1.4552 0.9476 -3.4452 0.4826
H 1.0120 -0.7677 -3.4545 0.3747
N -1.0408 -1.8416 3.8150 -0.3379
C -1.3974 -1.2897 2.6458 0.4909
O -1.5238 -0.0825 2.4845 -0.6295
C -1.6908 -2.2776 1.5403 -0.0942
C -1.6183 -1.6070 0.1885 -1.6808
H -0.7028 -1.2182 4.5324 0.2448
H -0.6457 -2.7820 3.8100 0.3602
H -2.6874 -2.6925 1.7321 0.5037
H -0.9673 -3.0853 1.6149 -0.3786
H -2.4887 -0.9773 0.0278 0.6661
H -1.5367 -2.3421 -0.6102 0.5230
N 1.6295 -3.2273 -1.1707 -0.1778
C 1.4536 -3.1751 0.1889 0.6212
O 1.4899 -2.0616 0.7712 -0.2388
C 1.1800 -4.3939 0.8532 0.2490
C 1.1591 -5.6040 0.1680 -0.2282
N 1.1284 -6.5935 -0.4266 -0.6313
C 0.7978 -4.3767 2.1884 0.1914
N 0.4154 -4.3237 3.2791 -0.8597
H 2.0871 -2.4356 -1.5880 0.0673
H 1.7655 -4.1262 -1.6053 0.2360
```

Computed properties:
orbital gap = 7.254 eV
charge = -1

---

Record 3
Molecular formula: C24H19IrN6OSTe
Method: DFT, the ωB97M-V functional and the def2-TZVPD basis

The geometry in XYZ format:
```
53
Properties=species:S:1:pos:R:3:mulliken_charge:R:1
Ir -0.3397 -0.2718 0.2050 0.2251
C -2.9076 -0.3101 3.6674 -0.9842
C -3.4495 0.9681 3.6378 -0.3692
C -3.0561 1.8481 2.6503 -1.0225
C -2.1294 1.4439 1.6949 0.9995
N -1.6232 0.1916 1.7301 0.1155
C -1.9956 -0.6583 2.6952 0.0412
C -1.5994 2.2641 0.6078 0.9140
C -2.0090 3.5733 0.3657 -0.5952
C -1.4253 4.3061 -0.6499 -0.9111
C -0.4216 3.7234 -1.4157 -0.8493
C -0.0108 2.4206 -1.1798 0.0083
C -0.6022 1.6519 -0.1770 -0.5550
H -3.1804 -1.0284 4.4263 0.4548
H -4.1689 1.2760 4.3851 0.4267
H -3.4562 2.8503 2.6170 0.3677
H -1.5397 -1.6363 2.6665 0.4331
H -2.7845 4.0273 0.9694 0.3673
H -1.7390 5.3237 -0.8393 0.3884
H 0.0534 4.2971 -2.2028 0.4380
H 0.7823 2.0024 -1.7821 0.8680
N 2.3294 -2.0539 -0.2942 -0.0540
C 1.9017 -1.5400 -1.4535 0.9367
C 2.6029 -1.8104 -2.6524 -1.0828
C 2.1165 -1.3526 -3.8413 -0.2935
C 0.9196 -0.6241 -3.8631 -0.9782
C 0.3131 -0.3616 -2.6677 -0.4214
N 0.8012 -0.7622 -1.4706 0.1487
H 3.0993 -2.6974 -0.3046 0.2775
H 1.7794 -2.0272 0.5529 -0.1482
H 3.5115 -2.3944 -2.6002 0.4187
H 2.6468 -1.5665 -4.7602 0.4009
H 0.4815 -0.2690 -4.7835 0.4389
H -0.6036 0.2084 -2.6203 0.6382
N -3.2959 -3.2296 -0.4071 -0.4405
C -2.0789 -2.9590 0.1163 0.9183
O -1.4145 -2.0075 -0.3998 -0.8187
C -1.6056 -3.7496 1.1866 0.2814
C -2.4029 -4.7935 1.7118 -0.4631
N -3.0625 -5.6324 2.1514 -0.5329
C -0.2974 -3.5293 1.6558 0.3539
N 0.7756 -3.3028 2.0176 -0.6992
H -3.6152 -2.6681 -1.1751 0.2432
H -3.8310 -4.0256 -0.1078 0.1910
Te 1.4365 0.6880 1.8352 0.1367
C 3.1265 1.2001 0.6979 0.0013
C 3.3146 2.2016 -0.2140 -0.3197
C 4.6328 2.2341 -0.7462 -0.6696
C 5.4350 1.2711 -0.2123 -0.4385
S 4.5864 0.3247 0.9279 -0.1441
H 2.5467 2.9148 -0.4657 0.5741
H 4.9726 2.9557 -1.4756 0.3866
H 6.4803 1.0955 -0.4099 0.3973
```

Computed properties:
orbital gap = 6.947 eV
energy relative to the best compared isomer or geometry (same formula, charge and spin) = 8.8 kcal/mol

---

Which value of orbital gap does entry 1 give?
6.863 eV

---

What did the first record say?
Molecular formula: C24H19ClN2O2Pt
Method: DFT, the ωB97M-V functional and the def2-TZVPD basis

The geometry in XYZ format:
```
49
Properties=species:S:1:pos:R:3:mulliken_charge:R:1
Pt 0.3021 -0.7123 0.0333 0.9918
C 2.6583 0.8618 -1.4518 -1.1903
O 1.6133 -0.1175 -1.4991 -0.5332
C 1.4049 -0.8289 -2.6687 0.8870
C 2.3031 -0.8374 -3.7173 -0.5193
C 1.9879 -1.5610 -4.8607 -0.6459
C 0.7922 -2.2551 -4.9503 -0.9543
C -0.1049 -2.2416 -3.8943 0.1069
C 0.1935 -1.5272 -2.7432 -0.0244
N -0.6387 -1.4886 -1.5890 -0.3965
N -1.6156 -2.2814 -1.5791 -0.0529
C -2.3794 -2.4455 -0.4530 -0.2745
C -2.1620 -1.8723 0.8341 1.0717
O -1.2435 -1.0283 1.1958 -0.7790
C -3.0848 -2.2053 1.8812 -0.6511
C -4.1182 -3.0499 1.6891 -0.8614
C -4.3504 -3.6703 0.4240 0.7933
C -5.4171 -4.5698 0.2460 -0.8804
C -5.6324 -5.1720 -0.9658 -0.4783
C -4.7739 -4.8796 -2.0341 -0.8146
C -3.7275 -4.0038 -1.8816 -0.1183
C -3.4827 -3.3741 -0.6445 0.5656
H 3.6314 0.3775 -1.5023 0.4345
H 2.5382 1.3689 -0.5009 0.2072
H 2.5218 1.5587 -2.2786 0.4901
H 3.2399 -0.3044 -3.6505 0.4113
H 2.6895 -1.5795 -5.6835 0.3945
H 0.5584 -2.8162 -5.8445 0.3946
H -1.0370 -2.7847 -3.9405 0.4381
H -2.8970 -1.7357 2.8373 0.4419
H -4.7935 -3.2759 2.5061 0.3504
H -6.0656 -4.7790 1.0885 0.3769
H -6.4529 -5.8641 -1.0993 0.3843
H -4.9354 -5.3494 -2.9961 0.3961
H -3.0793 -3.7926 -2.7180 0.4015
Cl 5.7710 -4.2477 -0.4414 -0.2411
C 4.5921 -3.1670 0.2493 0.3527
C 3.3684 -3.6655 0.6736 -0.7407
C 2.4272 -2.7981 1.1945 -0.1297
C 2.6632 -1.4181 1.2916 0.2201
C 1.5580 -0.4809 1.6578 -1.4462
C 3.9289 -0.9701 0.9130 -0.3460
C 4.8887 -1.8252 0.3851 -0.7444
H 3.1596 -4.7233 0.5888 0.4286
H 1.4736 -3.1917 1.5276 0.3933
H 1.9461 0.5269 1.8296 0.4140
H 1.0331 -0.8212 2.5530 0.5089
H 4.1735 0.0790 1.0390 0.5225
H 5.8632 -1.4559 0.0942 0.4448
```

Computed properties:
orbital gap = 6.863 eV

---

Repeat the third record exactly.
Molecular formula: C24H19IrN6OSTe
Method: DFT, the ωB97M-V functional and the def2-TZVPD basis

The geometry in XYZ format:
```
53
Properties=species:S:1:pos:R:3:mulliken_charge:R:1
Ir -0.3397 -0.2718 0.2050 0.2251
C -2.9076 -0.3101 3.6674 -0.9842
C -3.4495 0.9681 3.6378 -0.3692
C -3.0561 1.8481 2.6503 -1.0225
C -2.1294 1.4439 1.6949 0.9995
N -1.6232 0.1916 1.7301 0.1155
C -1.9956 -0.6583 2.6952 0.0412
C -1.5994 2.2641 0.6078 0.9140
C -2.0090 3.5733 0.3657 -0.5952
C -1.4253 4.3061 -0.6499 -0.9111
C -0.4216 3.7234 -1.4157 -0.8493
C -0.0108 2.4206 -1.1798 0.0083
C -0.6022 1.6519 -0.1770 -0.5550
H -3.1804 -1.0284 4.4263 0.4548
H -4.1689 1.2760 4.3851 0.4267
H -3.4562 2.8503 2.6170 0.3677
H -1.5397 -1.6363 2.6665 0.4331
H -2.7845 4.0273 0.9694 0.3673
H -1.7390 5.3237 -0.8393 0.3884
H 0.0534 4.2971 -2.2028 0.4380
H 0.7823 2.0024 -1.7821 0.8680
N 2.3294 -2.0539 -0.2942 -0.0540
C 1.9017 -1.5400 -1.4535 0.9367
C 2.6029 -1.8104 -2.6524 -1.0828
C 2.1165 -1.3526 -3.8413 -0.2935
C 0.9196 -0.6241 -3.8631 -0.9782
C 0.3131 -0.3616 -2.6677 -0.4214
N 0.8012 -0.7622 -1.4706 0.1487
H 3.0993 -2.6974 -0.3046 0.2775
H 1.7794 -2.0272 0.5529 -0.1482
H 3.5115 -2.3944 -2.6002 0.4187
H 2.6468 -1.5665 -4.7602 0.4009
H 0.4815 -0.2690 -4.7835 0.4389
H -0.6036 0.2084 -2.6203 0.6382
N -3.2959 -3.2296 -0.4071 -0.4405
C -2.0789 -2.9590 0.1163 0.9183
O -1.4145 -2.0075 -0.3998 -0.8187
C -1.6056 -3.7496 1.1866 0.2814
C -2.4029 -4.7935 1.7118 -0.4631
N -3.0625 -5.6324 2.1514 -0.5329
C -0.2974 -3.5293 1.6558 0.3539
N 0.7756 -3.3028 2.0176 -0.6992
H -3.6152 -2.6681 -1.1751 0.2432
H -3.8310 -4.0256 -0.1078 0.1910
Te 1.4365 0.6880 1.8352 0.1367
C 3.1265 1.2001 0.6979 0.0013
C 3.3146 2.2016 -0.2140 -0.3197
C 4.6328 2.2341 -0.7462 -0.6696
C 5.4350 1.2711 -0.2123 -0.4385
S 4.5864 0.3247 0.9279 -0.1441
H 2.5467 2.9148 -0.4657 0.5741
H 4.9726 2.9557 -1.4756 0.3866
H 6.4803 1.0955 -0.4099 0.3973
```

Computed properties:
orbital gap = 6.947 eV
energy relative to the best compared isomer or geometry (same formula, charge and spin) = 8.8 kcal/mol

---

Please write out number 1 again, unchanged.
Molecular formula: C24H19ClN2O2Pt
Method: DFT, the ωB97M-V functional and the def2-TZVPD basis

The geometry in XYZ format:
```
49
Properties=species:S:1:pos:R:3:mulliken_charge:R:1
Pt 0.3021 -0.7123 0.0333 0.9918
C 2.6583 0.8618 -1.4518 -1.1903
O 1.6133 -0.1175 -1.4991 -0.5332
C 1.4049 -0.8289 -2.6687 0.8870
C 2.3031 -0.8374 -3.7173 -0.5193
C 1.9879 -1.5610 -4.8607 -0.6459
C 0.7922 -2.2551 -4.9503 -0.9543
C -0.1049 -2.2416 -3.8943 0.1069
C 0.1935 -1.5272 -2.7432 -0.0244
N -0.6387 -1.4886 -1.5890 -0.3965
N -1.6156 -2.2814 -1.5791 -0.0529
C -2.3794 -2.4455 -0.4530 -0.2745
C -2.1620 -1.8723 0.8341 1.0717
O -1.2435 -1.0283 1.1958 -0.7790
C -3.0848 -2.2053 1.8812 -0.6511
C -4.1182 -3.0499 1.6891 -0.8614
C -4.3504 -3.6703 0.4240 0.7933
C -5.4171 -4.5698 0.2460 -0.8804
C -5.6324 -5.1720 -0.9658 -0.4783
C -4.7739 -4.8796 -2.0341 -0.8146
C -3.7275 -4.0038 -1.8816 -0.1183
C -3.4827 -3.3741 -0.6445 0.5656
H 3.6314 0.3775 -1.5023 0.4345
H 2.5382 1.3689 -0.5009 0.2072
H 2.5218 1.5587 -2.2786 0.4901
H 3.2399 -0.3044 -3.6505 0.4113
H 2.6895 -1.5795 -5.6835 0.3945
H 0.5584 -2.8162 -5.8445 0.3946
H -1.0370 -2.7847 -3.9405 0.4381
H -2.8970 -1.7357 2.8373 0.4419
H -4.7935 -3.2759 2.5061 0.3504
H -6.0656 -4.7790 1.0885 0.3769
H -6.4529 -5.8641 -1.0993 0.3843
H -4.9354 -5.3494 -2.9961 0.3961
H -3.0793 -3.7926 -2.7180 0.4015
Cl 5.7710 -4.2477 -0.4414 -0.2411
C 4.5921 -3.1670 0.2493 0.3527
C 3.3684 -3.6655 0.6736 -0.7407
C 2.4272 -2.7981 1.1945 -0.1297
C 2.6632 -1.4181 1.2916 0.2201
C 1.5580 -0.4809 1.6578 -1.4462
C 3.9289 -0.9701 0.9130 -0.3460
C 4.8887 -1.8252 0.3851 -0.7444
H 3.1596 -4.7233 0.5888 0.4286
H 1.4736 -3.1917 1.5276 0.3933
H 1.9461 0.5269 1.8296 0.4140
H 1.0331 -0.8212 2.5530 0.5089
H 4.1735 0.0790 1.0390 0.5225
H 5.8632 -1.4559 0.0942 0.4448
```

Computed properties:
orbital gap = 6.863 eV